Record 1
196
Properties=species:S:1:pos:R:3:mulliken_charge:R:1 method="wB97M-V/def2-TZVPD" energy_ev=-103087.793 total_charge=0 gap_ha=0.358
C 16.6925 4.5478 14.2337 -1.104
C 17.5407 3.3784 14.7551 1.040
C 18.6445 3.8724 15.6869 -1.277
O 19.6251 4.5239 14.9154 -0.151
C 20.5764 5.2160 15.6827 -0.034
N 16.6778 2.3776 15.3969 -0.791
H 16.1560 5.0453 15.0419 0.321
H 16.0134 4.3205 13.4106 0.608
H 17.3648 5.2837 13.7807 -0.238
H 18.0317 2.9370 13.8803 -0.146
H 19.1091 2.9887 16.1525 0.436
H 18.3320 4.4809 16.5416 0.415
H 21.4447 5.5587 15.1214 -0.564
H 21.0301 4.5333 16.4152 0.345
H 20.2206 6.0600 16.2836 0.199
H 15.9693 2.0750 14.7342 0.332
H 17.2508 1.5359 15.4645 0.307
C 20.0058 11.4049 20.5530 -1.606
C 20.1707 10.0407 19.8699 0.891
C 20.6720 10.3321 18.4332 -0.785
O 20.8497 9.0858 17.7686 -0.586
C 21.1449 9.2985 16.3999 -0.079
N 21.2105 9.2329 20.5476 -0.812
H 19.4990 12.1453 19.9350 0.354
H 20.9097 11.8428 20.9746 0.411
H 19.3652 11.2521 21.4299 0.413
H 19.2235 9.5101 19.7336 0.128
H 21.6416 10.8422 18.4555 0.555
H 19.9412 10.9455 17.8940 0.055
H 21.3494 8.3039 16.0016 -0.284
H 22.0178 9.9369 16.2325 0.668
H 20.3237 9.7294 15.8165 0.051
H 21.1512 8.3415 20.0539 0.329
H 20.7247 9.0621 21.4327 0.318
C 23.5646 10.8874 6.0332 -1.489
C 22.1040 10.5858 5.7274 1.295
C 21.2273 10.7654 6.9301 -1.540
O 21.5923 9.8550 7.9708 0.197
C 20.8797 10.2293 9.1499 -0.194
N 21.7289 11.5806 4.6829 -0.783
H 24.0191 10.1881 6.7423 0.102
H 23.7654 11.8443 6.5250 0.332
H 24.1784 10.8716 5.1321 0.397
H 22.0347 9.5700 5.3298 0.136
H 20.1848 10.5751 6.6467 0.292
H 21.3347 11.8196 7.2104 0.551
H 19.9297 10.7638 9.0577 -0.023
H 21.5939 10.8664 9.6765 0.552
H 20.5904 9.3515 9.7272 -0.628
H 22.2493 11.3665 3.8392 0.323
H 20.7679 11.3322 4.4399 0.301
C 20.5761 6.9858 10.2144 -0.867
C 21.0511 7.7224 11.4487 2.637
C 19.9521 7.6240 12.5198 0.427
O 18.9818 8.6130 12.2253 0.618
C 19.1560 9.9078 12.6982 1.230
N 22.2782 6.9762 11.8368 0.265
H 20.3680 5.9427 10.4612 0.907
H 21.2716 6.9598 9.3729 -1.610
H 19.6515 7.4269 9.8279 0.147
H 21.3862 8.7430 11.2614 -0.200
H 20.5005 7.8525 13.4444 -0.577
H 19.4830 6.6430 12.5000 0.021
H 20.0631 10.4057 12.3374 -0.229
H 19.2088 9.9608 13.7965 -0.164
H 18.3122 10.5414 12.4194 -0.263
H 22.0239 5.9854 11.9055 -0.045
H 22.4809 7.2310 12.8041 -0.482
C 22.7205 10.5990 13.2076 -0.409
C 22.8053 12.0821 13.5125 0.376
C 21.6866 12.8335 12.7866 -0.318
O 21.6382 12.6054 11.3979 -0.117
C 21.2911 13.6900 10.5669 -0.815
N 22.7115 12.3541 14.9709 -0.691
H 23.0229 10.3921 12.1802 0.337
H 21.7546 10.1944 13.5101 -0.509
H 23.4311 9.9672 13.7501 0.403
H 23.8256 12.4211 13.3226 0.416
H 21.7725 13.8882 13.0707 0.562
H 20.7144 12.4650 13.1426 -0.284
H 21.8096 13.5768 9.6139 0.196
H 21.6662 14.6341 10.9747 0.518
H 20.2171 13.7873 10.3897 0.182
H 22.6217 13.3585 15.1333 0.355
H 21.7606 12.0990 15.2601 0.012
C 17.8967 12.9255 11.2746 -1.430
C 17.4278 11.9050 10.2499 1.500
C 16.8627 10.6342 10.9251 -0.871
O 16.4787 9.6060 10.0252 -0.261
C 17.5481 9.0784 9.2693 -1.115
N 16.3503 12.4555 9.4207 -0.851
H 17.0787 13.0463 11.9897 0.134
H 18.0609 13.9017 10.8214 0.854
H 18.7678 12.5599 11.8197 -0.452
H 18.1961 11.5573 9.5454 -0.493
H 15.9666 10.8519 11.5052 1.334
H 17.6038 10.2579 11.6418 -1.313
H 17.9172 9.8204 8.5488 0.305
H 17.1478 8.2325 8.7177 0.204
H 18.4087 8.8247 9.9011 0.359
H 16.7067 13.1399 8.7644 0.310
H 15.9864 11.6666 8.8928 0.351
C 18.3849 5.4935 8.8140 1.382
C 17.7199 5.3989 7.4512 -1.090
O 17.8710 6.5312 6.6026 -0.577
O 18.1035 4.3269 9.6035 -0.582
H 18.1476 6.3702 9.4220 -0.435
H 19.4710 5.5760 8.7366 -0.211
H 16.6375 5.2763 7.5568 0.516
H 18.0414 4.4830 6.9442 0.257
H 18.7867 6.8563 6.6829 0.430
H 17.1470 4.3466 9.7300 0.403
C 18.3151 8.7579 17.2280 -0.826
C 17.6601 7.8847 16.1699 1.356
O 16.2594 8.1191 16.0150 -0.566
O 18.3257 10.1473 16.9169 -0.666
H 19.2985 8.3413 17.4483 1.000
H 17.7394 8.7072 18.1595 -0.084
H 17.7930 6.8228 16.3939 -0.134
H 18.1453 7.9865 15.1879 -0.718
H 16.0897 9.0694 16.1533 -0.002
H 17.4077 10.4052 16.7393 0.071
C 22.2287 6.5884 5.3205 -1.015
C 21.2592 6.4228 6.4947 0.381
O 20.4504 7.5857 6.7604 -0.304
O 23.1983 7.6067 5.5198 -0.550
H 21.7352 6.7210 4.3595 0.384
H 22.8506 5.6832 5.2745 0.379
H 21.7374 6.1577 7.4374 -0.042
H 20.5253 5.7062 6.1184 0.375
H 20.9893 8.3450 7.0435 0.018
H 23.4499 7.7256 6.4456 0.259
C 20.6776 3.3835 11.8257 -0.435
C 20.5748 1.9841 12.4035 -0.465
O 21.8477 1.3743 12.5581 -0.606
O 21.3518 4.3020 12.6901 0.178
H 19.6949 3.7629 11.5341 0.089
H 21.3611 3.3017 10.9775 0.473
H 20.0431 1.3692 11.6659 0.426
H 20.0834 1.8986 13.3722 0.048
H 22.4943 1.6511 11.9046 0.320
H 20.7838 4.4333 13.4722 0.074
C 15.8603 7.8083 12.6665 0.001
C 16.4525 7.3523 11.3339 1.007
O 15.4420 7.1734 10.3382 -0.709
O 15.1171 9.0085 12.5121 -0.399
H 16.6769 7.9859 13.3608 -0.868
H 15.2067 6.9931 12.9836 0.504
H 17.0127 6.4167 11.3677 0.459
H 17.1416 8.1172 10.9671 -0.727
H 14.9661 8.0090 10.2781 0.534
H 14.2624 8.8381 12.1075 0.359
C 24.6218 7.5082 9.1418 -0.469
C 24.7065 6.0089 9.1242 -0.729
O 23.5017 5.4553 9.6187 -0.559
O 23.5703 8.0179 8.3344 0.073
H 25.5467 7.9619 8.7672 0.437
H 24.5731 7.8507 10.1779 0.160
H 25.5682 5.7660 9.7629 0.375
H 24.9342 5.5505 8.1616 0.413
H 23.0791 6.0377 10.2772 0.407
H 22.8985 8.5158 8.8050 -0.259
C 24.2889 5.1304 14.5651 -0.052
C 24.5706 6.6005 14.2658 -0.804
O 23.4948 7.4810 14.5578 -0.580
O 23.9441 5.0162 15.9437 -0.582
H 25.1975 4.5326 14.4366 0.601
H 23.5243 4.7190 13.8978 -0.123
H 24.9322 6.7336 13.2434 0.214
H 25.4248 6.8458 14.9050 0.660
H 23.8067 8.0686 15.2497 0.305
H 24.0095 4.0886 16.1850 0.323
C 14.9772 8.5575 19.1419 -0.674
O 15.1495 9.9648 19.2666 -0.271
C 14.1175 10.7355 18.7332 -0.750
C 13.9590 10.6023 17.2027 -0.828
N 15.2306 10.8287 16.5041 0.074
C 15.0229 10.9337 15.0502 -1.785
C 16.2563 11.4230 14.2880 2.239
O 16.3914 12.7359 14.7988 -0.590
C 17.5167 13.4018 14.2104 -0.505
H 15.7793 8.0288 19.6485 0.210
H 14.8803 8.2737 18.0956 0.199
H 14.0613 8.3387 19.7072 0.382
H 14.1821 11.7669 19.0845 0.354
H 13.1376 10.4891 19.1754 0.434
H 13.2337 11.3759 16.9216 0.470
H 13.5195 9.6417 16.9379 0.311
H 15.5467 11.7572 16.7810 0.301
H 14.2233 11.6545 14.8346 0.695
H 14.7200 9.9355 14.7306 0.537
H 16.1294 11.3056 13.2116 -0.253
H 17.0104 10.7060 14.6442 -0.935
H 18.4032 12.7744 14.3231 -0.040
H 17.6488 14.3522 14.7202 0.450
H 17.3336 13.5891 13.1508 0.365


Record 2
60
Properties=species:S:1:pos:R:3:mulliken_charge:R:1 method="wB97M-V/def2-TZVPD" e_above_lowest_kcal_mol=63.3 energy_ev=-26438.989 total_charge=0 gap_ha=0.379 smiles=CC(C)O.CC(C)O.CC(C)O.CC(C)O.CC(C)O
C -1.1014 1.8671 -4.9316 -1.254
C 0.3868 1.6030 -5.0941 0.594
C 0.9205 1.9439 -6.4168 -1.285
O 1.1813 2.2861 -4.1610 -0.561
H -1.3318 1.8897 -3.8665 0.290
H -1.6562 1.0439 -5.3816 0.371
H -1.4379 2.8194 -5.3415 0.321
H 0.5748 0.5533 -4.8682 0.208
H 0.3414 1.4677 -7.2080 0.356
H 1.9741 1.6684 -6.4636 0.358
H 0.6984 3.0028 -6.5495 0.309
H 2.0753 1.9638 -4.0255 0.296
C -0.1642 -3.6933 5.7832 -1.120
C -1.4574 -3.2098 6.3919 0.496
C -1.4497 -1.8944 7.1475 -1.209
O -2.4223 -2.9549 5.4703 -0.558
H 0.7084 -3.7649 6.4325 0.343
H -0.0147 -3.0232 4.9366 0.191
H -0.2965 -4.6736 5.3254 0.338
H -1.8321 -4.0910 6.9125 0.292
H -0.7813 -1.9647 8.0056 0.382
H -2.4416 -1.7415 7.5727 0.323
H -1.1941 -1.0740 6.4769 0.209
H -2.6618 -3.7872 5.0561 0.319
C 0.9549 -4.8771 -1.8583 -1.254
C 0.2846 -5.6078 -0.6106 0.517
C 0.4532 -7.1751 -0.7360 -1.262
O 0.8849 -5.2173 0.6090 -0.549
H 0.7171 -5.4381 -2.7621 0.337
H 2.0412 -4.7873 -1.8635 0.327
H 0.5850 -3.8877 -2.1274 0.335
H -0.7514 -5.2689 -0.6131 0.263
H 0.3695 -7.6031 -1.7349 0.355
H -0.2117 -7.7552 -0.0961 0.305
H 1.4709 -7.3260 -0.3760 0.329
H 0.4906 -4.3673 0.8178 0.291
C -0.1974 0.5470 2.4831 -1.226
C -1.1753 -0.2358 1.5898 0.660
C -0.8964 0.0691 0.1141 -1.476
O -0.9643 -1.6055 1.8882 -0.505
H -0.3079 0.4136 3.5592 0.300
H -0.3856 1.6192 2.4285 0.382
H 0.8528 0.3509 2.2672 0.323
H -2.2039 -0.0963 1.9222 0.222
H -1.1179 1.1071 -0.1340 0.399
H -1.5017 -0.4735 -0.6120 0.349
H 0.1474 -0.1235 -0.1337 0.334
H -1.2535 -1.6935 2.7994 0.238
C 0.6106 8.1680 -1.9132 -1.247
C 1.0198 6.7220 -1.8733 0.403
C 1.9553 6.3198 -0.6788 -1.181
O -0.1763 6.0353 -1.6148 -0.540
H 0.2804 8.3144 -2.9416 0.279
H 1.4905 8.7986 -1.7857 0.341
H -0.0127 8.5282 -1.0948 0.347
H 1.4590 6.2883 -2.7717 0.367
H 2.9386 6.7881 -0.7218 0.337
H 2.1110 5.2410 -0.6885 0.283
H 1.4723 6.7521 0.1975 0.298
H -0.0518 5.2398 -2.1375 0.311


Record 3
6
Properties=species:S:1:pos:R:3:mulliken_charge:R:1 method="wB97M-V/def2-TZVPD" e_above_lowest_kcal_mol=31.7 energy_ev=-20504.383 total_charge=0 gap_ha=0.335
C -0.6676 -0.6963 -0.2042 0.289
O -0.8544 -1.8612 -0.1530 -0.364
P 0.7073 0.4066 0.4577 -0.079
I -2.2657 0.6814 -0.1953 0.021
H 2.1991 0.1123 0.4871 0.080
H 0.8813 1.3571 -0.3923 0.053


Record 4
10
Properties=species:S:1:pos:R:3:mulliken_charge:R:1 method="wB97M-V/def2-TZVPD" e_above_lowest_kcal_mol=107.4 energy_ev=-7631.650 total_charge=+1 gap_ha="0.305 / 0.301"
C -1.5496 -1.0180 0.2360 0.051
C 0.1550 0.4858 0.0442 0.146
C -0.1345 -0.9785 -0.0954 -0.195
N -1.6647 1.0533 -0.0076 -0.119
N -2.2297 -0.0082 -0.0973 0.026
N 1.2956 0.9436 0.1376 -0.107
H 0.4341 -1.6754 0.5866 0.347
H 0.1154 -1.2439 -1.1851 0.338
H 2.1486 0.5350 0.2540 0.229
H 1.4298 1.9064 0.1270 0.285


Record 5
7
Properties=species:S:1:pos:R:3:mulliken_charge:R:1 method="wB97M-V/def2-TZVPD" e_above_lowest_kcal_mol=83.0 energy_ev=-11750.868 total_charge=-1 gap_ha=0.276
C -0.0621 0.4815 -1.4756 0.679
C 0.1784 -0.5417 1.8958 0.693
N -0.9921 -0.0217 -0.7972 -0.519
O -0.3979 -1.5476 1.9088 -0.381
O 0.5790 1.9342 -1.9231 -0.718
O 0.5413 0.5443 1.9408 -0.335
O 0.1533 -0.8491 -1.5495 -0.418


Record 6
17
Properties=species:S:1:pos:R:3:mulliken_charge:R:1 method="wB97M-V/def2-TZVPD" e_above_lowest_kcal_mol=10.2 energy_ev=-8874.047 total_charge=0 gap_ha=0.350 smiles="C=C(C)N.O.O"
C -1.3824 0.7042 1.3950 -1.276
C -0.0250 0.0497 1.5140 0.818
C 1.0173 0.7046 2.0130 -0.935
N 0.0946 -1.2307 0.9283 -0.575
H -2.2025 -0.0009 1.2194 0.380
H -1.3364 1.4817 0.6437 0.262
H -1.6377 1.1579 2.3614 0.333
H 2.0382 0.3381 2.1134 0.280
H 0.9182 1.7183 2.4044 0.268
H -0.7703 -1.7510 0.9708 0.236
H 0.8505 -1.7533 1.3506 0.223
H -1.1668 0.0137 -2.6313 0.326
H -1.7427 -0.8113 -3.7843 0.317
O -1.6168 0.0971 -3.4840 -0.643
H 2.1461 0.7866 -1.1897 0.323
H 1.3636 -0.3692 -0.5878 0.335
O 2.0077 -0.1662 -1.2846 -0.674